Entry 1:
78
Properties=species:S:1:pos:R:3:lowdin_spin:R:1 method="wB97M-V/def2-TZVPD" e_homo_ev="-13.68 / -13.68" homo_lumo_gap_ev="6.78 / 6.56" de_lowest_ev=0.327 spin_multiplicity=2 total_charge=+2 energy_ha=-6268.162952
Ti -1.03529 -0.44559 0.88601 0.842
C -2.93594 3.43982 -0.79668 -0.002
C -2.85785 3.32243 0.70808 -0.012
N -3.24351 4.35155 1.46167 0.021
C -3.35926 4.21922 2.76250 -0.005
C -2.99647 3.08656 3.47135 0.024
C -2.97570 3.26305 4.93189 0.003
O -3.27973 2.16038 5.76587 0.001
C -2.49727 1.99388 2.76220 0.004
C -1.82547 0.94052 3.42282 0.078
N -1.29522 -0.09927 2.76459 -0.027
C -1.07736 -1.42067 3.20114 0.001
C -0.33797 -1.72218 4.32342 -0.004
C -0.03429 -3.08019 4.53745 0.003
C -0.38747 -4.07991 3.61560 -0.006
C -1.17168 -3.76275 2.51015 0.003
C -1.58991 -2.45273 2.38280 -0.009
I -3.51003 -1.86541 1.30154 0.010
C -2.43012 2.08315 1.34240 0.014
O -1.90052 1.14547 0.57654 -0.019
H -1.90106 3.43798 -1.23025 -0.001
H -3.46563 4.35846 -1.01106 0.000
H -3.45386 2.65413 -1.29872 -0.001
H -3.73223 5.12146 3.30664 -0.001
H -3.62829 4.15108 5.19731 0.000
H -1.92579 3.54790 5.21330 0.002
H -4.18662 1.85688 5.50133 0.000
H -1.81514 0.83879 4.47019 0.004
H 0.01159 -0.96548 5.00154 0.000
H 0.50559 -3.27811 5.43668 0.000
H -0.00288 -5.11841 3.75230 0.000
H -1.58276 -4.50913 1.88095 0.000
Cl -0.12753 -3.95114 -0.20317 0.001
C -0.05691 -3.85781 -1.96191 0.000
C 0.72085 -4.76360 -2.64897 0.000
C 1.07917 -4.53649 -4.00566 0.000
C 0.45183 -3.57590 -4.77921 0.000
C -0.28960 -2.61433 -4.10441 0.000
Cl -0.92667 -1.35972 -5.09202 0.000
C -0.52728 -2.75403 -2.68621 0.001
S -1.16230 -1.34762 -1.79124 0.004
H 1.01435 -5.63379 -2.06554 0.000
H 1.73942 -5.15773 -4.54095 0.000
H 0.64860 -3.46627 -5.82668 0.000
C 4.41512 -2.45871 -3.34707 0.000
C 3.90843 -2.83408 -2.11059 0.000
C 2.88062 -2.07309 -1.54137 0.000
C 2.29395 -1.00928 -2.24287 0.006
C 2.80410 -0.76256 -3.53543 0.001
C 3.91326 -1.36986 -4.03229 0.000
Ge 0.78236 -0.02919 -1.50011 0.013
C 0.93107 0.17788 0.46548 0.025
C 1.51234 -0.77773 1.39118 -0.004
C 2.08628 -0.35036 2.56174 0.010
C 2.28972 1.01724 2.84410 0.001
C 1.67921 1.93740 1.97535 0.007
C 0.90439 1.52405 0.90999 0.005
C 0.48721 1.61461 -2.49602 0.002
C 1.53928 2.50445 -2.30624 0.000
C 1.48595 3.77108 -2.89856 0.000
C 0.41579 4.06798 -3.76544 0.000
C -0.57700 3.11131 -4.02409 0.000
C -0.55394 1.89608 -3.36983 0.000
H 5.18100 -3.03108 -3.83676 0.000
H 4.40957 -3.63690 -1.60542 0.000
H 2.56530 -2.27800 -0.50714 0.000
H 2.24245 -0.05597 -4.17421 0.000
H 4.42322 -1.04402 -4.94269 0.000
H 1.35798 -1.87102 1.17550 0.000
H 2.54024 -0.98421 3.28804 0.001
H 2.84993 1.32602 3.70797 0.000
H 1.90403 2.98867 2.16341 0.000
H 0.49257 2.30913 0.24938 0.000
H 2.36613 2.21231 -1.70034 0.000
H 2.25268 4.47525 -2.64422 0.000
H 0.32000 5.03772 -4.22769 0.000
H -1.42648 3.31780 -4.76059 0.000
H -1.32260 1.12263 -3.60870 0.000


Entry 2:
87
Properties=species:S:1:pos:R:3:lowdin_spin:R:1 method="wB97M-V/def2-TZVPD" e_homo_ev="-12.64 / -12.64" homo_lumo_gap_ev="5.81 / 4.90" de_lowest_ev=0.747 spin_multiplicity=2 total_charge=+2 energy_ha=-8261.596739
W 0.87133 -0.37101 2.87528 -0.008
O 2.74913 3.20299 3.98263 0.016
C 2.40540 2.23525 3.35198 0.002
N 1.14688 1.65606 3.32572 -0.007
C 0.26690 2.36493 4.26692 -0.001
C 0.19505 1.49641 5.46858 0.000
C -0.11298 1.90219 6.75605 0.000
C -0.04787 0.96821 7.76997 0.000
C 0.33007 -0.33542 7.46870 0.000
C 0.60114 -0.66896 6.16126 0.000
N 0.53123 0.24152 5.17787 0.000
C 3.30361 1.56779 2.37924 0.086
C 4.39218 2.24917 1.79990 0.298
C 5.01446 1.67540 0.68209 0.012
C 4.49313 0.54198 0.14632 0.274
C 3.32237 -0.13728 0.77674 0.050
N 2.87684 0.39135 2.04210 0.190
H -0.71674 2.55036 3.84458 0.000
H 0.69626 3.33742 4.49561 0.000
H -0.37892 2.93221 6.94633 0.000
H -0.27350 1.24859 8.79001 0.000
H 0.41568 -1.08696 8.23946 0.000
H 0.89019 -1.66910 5.89004 0.000
H 4.67640 3.20112 2.22473 0.012
H 5.87246 2.15001 0.22649 -0.005
H 4.89354 0.08732 -0.74912 0.011
H 3.49553 -1.21215 0.83041 0.014
Se -0.62521 2.37544 -3.46010 0.001
P 0.16058 0.45896 -3.32869 0.000
C 1.69909 0.14089 -4.21779 0.000
C 2.45829 -1.01706 -4.02997 0.000
C 3.60657 -1.22190 -4.77165 0.000
C 4.00684 -0.27312 -5.70783 0.000
C 3.25699 0.87429 -5.90117 0.000
C 2.10418 1.08465 -5.15651 0.000
C -1.00171 -0.86871 -3.74748 0.000
C -0.63310 -2.05038 -4.38837 0.000
C -1.59789 -2.99383 -4.71085 0.000
C -2.93327 -2.76192 -4.41253 0.000
C -3.31068 -1.57349 -3.80295 0.000
C -2.34878 -0.63373 -3.47811 0.000
C 0.68019 0.17693 -1.56666 0.001
C 0.01728 0.33587 -0.32913 -0.001
N 0.95234 0.30588 0.63265 0.005
N 2.08428 0.07535 -0.00681 0.041
N 1.97991 0.00237 -1.29410 0.003
P -1.70217 0.41491 0.25850 0.000
Se -1.50226 0.89051 2.38494 0.001
C -2.60987 1.79180 -0.41679 0.000
C -3.77032 1.60498 -1.16749 0.000
C -4.44621 2.70602 -1.66607 0.000
C -3.97044 3.98465 -1.41424 0.000
C -2.81539 4.17293 -0.66529 0.000
C -2.13678 3.08168 -0.15918 0.000
C -2.47588 -1.15161 -0.11522 0.000
C -1.76000 -2.20063 -0.68990 0.000
C -2.38065 -3.41670 -0.91268 0.000
C -3.71219 -3.58970 -0.56069 0.000
C -4.42386 -2.55185 0.02801 0.000
C -3.80596 -1.33589 0.26366 0.000
H 2.15753 -1.76407 -3.30554 0.000
H 4.18748 -2.12332 -4.63086 0.000
H 4.90594 -0.43519 -6.28720 0.000
H 3.56220 1.60801 -6.63433 0.000
H 1.51232 1.97982 -5.29968 0.000
H 0.39467 -2.23495 -4.66500 0.000
H -1.30649 -3.90415 -5.21709 0.000
H -3.68216 -3.49569 -4.67986 0.000
H -4.35524 -1.37251 -3.60157 0.000
H -2.63605 0.32048 -3.06027 0.000
H -4.14106 0.61141 -1.37540 0.000
H -5.34237 2.56378 -2.25385 0.000
H -4.50471 4.84263 -1.79967 0.000
H -2.44332 5.17096 -0.48021 0.000
H -1.23303 3.23094 0.41856 0.000
H -0.72167 -2.07849 -0.96627 0.000
H -1.82563 -4.22771 -1.36363 0.000
H -4.19758 -4.54017 -0.73779 0.000
H -5.45824 -2.69210 0.31014 0.000
H -4.36045 -0.54300 0.75227 0.000
F 2.19988 -1.10031 4.05610 0.004
Sb 1.18046 -3.69975 2.85506 0.000
F 1.83506 -1.90644 1.98296 0.001
F -0.27538 -1.42924 1.68427 0.000
F 0.76568 -4.30521 1.11588 0.000
F -0.16585 -1.65077 3.87123 -0.001
F 2.99428 -4.18196 2.65240 0.000


Entry 3:
81
Properties=species:S:1:pos:R:3:lowdin_spin:R:1 method="wB97M-V/def2-TZVPD" e_homo_ev="-3.95 / -3.88" homo_lumo_gap_ev="6.03 / 5.96" de_lowest_ev=0.863 spin_multiplicity=2 total_charge=-1 energy_ha=-6424.078632
Mn 0.11066 0.09517 0.23003 0.965
C -2.53366 -1.62085 -1.68444 -0.001
Si -1.94779 -2.64617 -0.18948 0.000
C -1.84735 -4.43571 -0.89609 0.000
C -3.30940 -2.78114 1.17142 0.000
N -0.42198 -2.03720 0.39876 -0.001
C 0.50332 -2.91014 0.87619 0.000
C 0.20861 -4.20688 1.35419 0.000
C 1.18773 -5.11482 1.69456 0.000
C 2.53356 -4.79555 1.60842 0.000
C 2.87271 -3.50384 1.24205 0.000
C 1.88032 -2.61136 0.91445 0.001
F 2.27498 -1.32426 0.62299 0.007
H -3.61579 -1.53475 -1.68370 0.000
H -2.24245 -2.08519 -2.62092 0.000
H -2.12344 -0.61583 -1.70802 0.000
H -2.45724 -4.52234 -1.79089 0.000
H -2.21454 -5.17400 -0.18993 0.000
H -0.83393 -4.72086 -1.15905 0.000
H -3.64899 -3.80960 1.27529 0.000
H -4.17632 -2.17188 0.93251 0.000
H -2.94603 -2.45479 2.14175 0.000
H -0.82478 -4.48471 1.47127 0.000
H 0.89840 -6.10177 2.02845 0.000
H 3.29748 -5.51791 1.85257 0.000
H 3.90052 -3.17612 1.20905 0.000
C 2.00469 -1.32530 -3.45696 0.000
C 1.10929 -1.15994 -2.39783 0.005
N 1.28448 -0.24673 -1.45347 0.002
C 2.36477 0.54908 -1.50253 0.002
C 3.35432 0.43158 -2.51612 -0.001
C 3.13229 -0.55187 -3.51442 0.003
C 4.46383 1.28405 -2.50233 0.000
C 4.57070 2.29176 -1.56363 -0.001
C 3.58808 2.47507 -0.58140 0.000
C 3.60061 3.55432 0.34352 0.000
C 2.58073 3.65149 1.26225 0.000
C 1.60049 2.66958 1.32225 0.000
N 1.56836 1.62870 0.47205 -0.004
C 2.49925 1.56479 -0.49753 -0.001
H 1.78975 -2.06932 -4.21101 0.000
H 0.23752 -1.79224 -2.30522 0.000
H 3.84878 -0.66031 -4.31719 0.000
H 5.21829 1.17352 -3.26871 0.000
H 5.40649 2.97748 -1.59718 0.000
H 4.39240 4.28974 0.29729 0.000
H 2.52982 4.48763 1.94518 0.000
H 0.81988 2.71086 2.06640 0.000
Br -2.77441 0.74048 0.67429 0.027
C -2.62169 0.22313 2.52454 0.001
C -3.78514 0.10182 3.24731 0.000
C -3.72391 -0.27565 4.58749 0.000
C -2.50641 -0.48321 5.17975 0.000
C -1.30481 -0.34417 4.45193 0.000
C -0.06329 -0.52745 5.08434 -0.002
C 1.09107 -0.34261 4.37076 -0.001
C 1.04971 -0.05739 3.00182 -0.003
C -0.13499 0.07795 2.28525 0.000
C -1.33553 -0.00647 3.06052 0.004
H -4.73266 0.29378 2.76966 0.000
H -4.63830 -0.39260 5.14883 0.000
H -2.45212 -0.74908 6.22707 0.000
H -0.04474 -0.81109 6.12907 0.000
H 2.05202 -0.44100 4.85718 0.000
H 2.00214 0.04904 2.49377 0.000
O -0.96510 3.14737 0.15168 0.000
C -0.93217 2.84072 -1.03751 0.000
N -0.57834 1.63040 -1.48443 -0.001
S -0.43840 1.60710 -3.10703 0.000
O 0.92235 1.77131 -3.56042 0.000
O -1.14775 0.49609 -3.68692 0.000
C -1.26033 3.17572 -3.38843 0.000
C -1.66987 3.82260 -4.52900 0.000
C -2.19659 5.10290 -4.40007 0.000
C -2.29092 5.70503 -3.15180 0.000
C -1.87779 5.03993 -2.00987 0.000
C -1.35735 3.76043 -2.13693 0.000
H -1.58400 3.34005 -5.49020 0.000
H -2.53313 5.63604 -5.27688 0.000
H -2.69752 6.70430 -3.07523 0.000
H -1.95946 5.49312 -1.03538 0.000


Entry 4:
83
Properties=species:S:1:pos:R:3:lowdin_spin:R:1 method="wB97M-V/def2-TZVPD" e_homo_ev="-0.24 / -0.96" homo_lumo_gap_ev="4.37 / 5.08" de_lowest_ev=0.178 spin_multiplicity=2 total_charge=-2 energy_ha=-8091.006843
V -0.56619 0.28625 -1.40908 -0.066
Br -5.88758 -3.43660 2.33156 -0.002
C -4.37914 -2.78372 1.35537 -0.001
C -3.29521 -3.63448 1.12451 0.048
C -2.22155 -3.16308 0.40683 0.000
C -2.18145 -1.84994 -0.09751 0.040
O -1.14623 -1.46530 -0.79001 0.028
C -3.29884 -1.00836 0.12642 0.010
C -3.38905 0.33454 -0.37665 0.182
N -2.50420 0.93788 -1.14384 0.000
C -2.62374 2.28933 -1.44962 0.086
C -3.63681 3.16317 -1.00944 0.103
C -3.64070 4.49621 -1.39588 0.023
C -2.67796 5.01837 -2.24244 0.117
C -1.60561 4.19966 -2.66779 0.002
C -0.55559 4.64074 -3.49157 0.124
C 0.46549 3.76723 -3.83636 0.039
C 0.46107 2.48110 -3.33416 0.096
N -0.50930 2.03227 -2.52409 0.066
C -1.56241 2.84214 -2.23005 -0.004
C -4.38568 -1.50222 0.87404 0.040
H -3.30196 -4.64365 1.51368 0.003
H -1.35261 -3.78532 0.23355 -0.001
H -4.27392 0.88577 -0.07650 0.014
H -4.41621 2.81245 -0.34806 0.012
H -4.42410 5.14372 -1.01693 -0.001
H -2.70816 6.05597 -2.55330 0.007
H -0.55434 5.66700 -3.84167 0.007
H 1.28343 4.08235 -4.47145 0.000
H 1.25509 1.78399 -3.56585 0.007
H -5.23135 -0.85126 1.06216 0.001
O 3.22370 2.96697 1.48390 0.000
C 2.04296 3.43595 1.92439 0.000
C 2.06712 4.50520 2.82184 0.000
C 0.88799 5.04569 3.30041 0.000
C -0.34173 4.53154 2.89994 0.000
C -0.36926 3.47238 2.01028 0.000
C 0.80394 2.91431 1.51433 0.000
C 0.68976 1.83019 0.51431 0.001
O -0.45582 1.36072 0.20660 0.001
N 1.77545 1.46065 -0.12273 0.001
N 1.43075 0.58061 -1.14497 0.001
C 2.41932 0.11003 -1.81436 0.009
C 2.27919 -0.76877 -2.95853 0.001
C 3.42232 -1.28529 -3.57845 0.002
C 3.33859 -2.14628 -4.65631 0.000
C 2.07629 -2.51035 -5.13483 0.002
C 0.93300 -2.01005 -4.54424 0.000
C 1.01283 -1.12203 -3.46253 0.002
O -0.09035 -0.63613 -2.93766 -0.002
H 3.02381 2.26365 0.80876 0.000
H 3.03059 4.90142 3.11792 0.000
H 0.92869 5.88265 3.98902 0.000
H -1.26518 4.95232 3.27568 0.000
H -1.30598 3.05078 1.66865 0.001
H 3.42034 0.38088 -1.48715 0.001
H 4.39279 -0.99908 -3.18524 0.000
H 4.23709 -2.53202 -5.12145 0.000
H 1.99040 -3.19427 -5.97151 0.000
H -0.05246 -2.28931 -4.89536 0.000
Se 0.03193 -0.70132 2.88935 0.000
C -0.15854 -1.40417 4.62138 0.000
C -0.04975 -0.62933 5.79561 0.000
C -0.19046 -1.20844 7.04248 0.000
N -0.43458 -2.50760 7.26730 0.000
C -0.54480 -3.24789 6.15504 0.000
C -0.42052 -2.76824 4.86523 0.000
H 0.14842 0.43213 5.70697 0.000
H -0.10164 -0.58896 7.93326 0.000
H -0.74808 -4.30525 6.31539 0.000
H -0.52615 -3.44099 4.02203 0.000
C 1.62813 -4.16539 -1.54938 0.000
N 2.46429 -3.97355 -0.38363 0.000
C 3.54838 -4.88761 -0.16038 0.000
C 2.34197 -2.81299 0.34202 0.000
O 1.56802 -1.93462 0.07311 0.000
H 1.09374 -5.11780 -1.48042 0.000
H 2.22368 -4.15809 -2.46886 0.000
H 0.90761 -3.35036 -1.58864 0.000
H 3.18222 -5.91432 -0.05861 0.000
H 4.07059 -4.61678 0.75757 0.000
H 4.26780 -4.86848 -0.98869 0.000
H 3.01641 -2.77846 1.21528 0.000


Entry 5:
86
Properties=species:S:1:pos:R:3:nbo_charge:R:1 method="wB97M-V/def2-TZVPD" e_homo_ev=-9.15 homo_lumo_gap_ev=6.33 de_lowest_ev=0.000 total_charge=+1 energy_ha=-8563.528305
Ca -0.16463 -0.00533 0.37790 1.739
C -1.47216 0.45970 -4.32638 -0.716
C -0.78137 0.40478 -2.99469 0.248
N -0.93792 -0.52744 -2.12816 -0.269
N -1.73668 -1.56991 -2.49819 -0.457
C -2.10642 -2.56592 -1.62447 0.260
N -2.81666 -3.54430 -2.22802 -0.783
S -1.73258 -2.60309 -0.01974 -0.174
C 0.14816 1.51564 -2.63594 0.148
C 0.81552 2.20306 -3.63870 -0.246
C 1.67097 3.23680 -3.28448 -0.155
C 1.81083 3.55211 -1.94725 -0.189
C 1.11573 2.80082 -1.01200 0.065
N 0.30340 1.79473 -1.33485 -0.512
H -2.50599 0.11819 -4.25179 0.231
H -0.95468 -0.14542 -5.07699 0.258
H -1.50502 1.48282 -4.69197 0.253
H -2.01489 -1.63841 -3.46506 0.382
H -3.17308 -3.46188 -3.16509 0.391
H -3.21406 -4.25177 -1.63440 0.428
H 0.68368 1.92719 -4.67563 0.236
H 2.21197 3.78309 -4.04548 0.234
H 2.45254 4.35689 -1.61758 0.229
H 1.22747 3.00102 0.04560 0.222
I -0.76477 -0.90627 5.53570 0.162
C -2.21107 -0.29841 4.17687 -0.286
C -3.50068 0.00639 4.65106 -0.212
C -4.48612 0.42440 3.80310 -0.220
I -6.36586 0.85043 4.59365 0.156
C -4.20456 0.57738 2.41926 -0.039
C -5.14479 1.02603 1.46427 -0.134
C -4.78108 1.18017 0.15845 -0.274
C -3.45529 0.89271 -0.20464 0.053
N -2.55404 0.46537 0.64319 -0.516
C -2.90260 0.28133 1.95339 0.055
C -1.86413 -0.20694 2.84057 0.405
O -0.69269 -0.49547 2.37427 -0.907
H -3.70366 -0.09437 5.70840 0.239
H -6.15374 1.25006 1.78414 0.234
H -5.48551 1.52416 -0.58577 0.227
H -3.12752 1.03060 -1.23158 0.181
Se 1.70259 0.90217 2.98090 0.227
Se 3.56518 2.13096 2.29357 0.157
C 3.91106 1.17461 0.64773 0.062
C 5.24516 1.06777 0.26185 -0.271
C 5.53980 0.39399 -0.90748 -0.146
C 4.50054 -0.15843 -1.64478 -0.259
C 3.21327 0.00819 -1.17381 0.040
N 2.90908 0.66448 -0.04997 -0.517
C 0.36513 2.28892 2.86306 0.051
C 0.19430 3.16662 3.92200 -0.251
C -0.79089 4.13578 3.81918 -0.145
C -1.56529 4.18303 2.67218 -0.233
C -1.33094 3.24751 1.67886 0.041
N -0.38708 2.30959 1.76619 -0.535
H 6.02877 1.48357 0.88055 0.235
H 6.56723 0.28527 -1.22937 0.229
H 4.68205 -0.72238 -2.54870 0.233
H 2.38125 -0.42438 -1.71897 0.197
H 0.81128 3.07859 4.80471 0.243
H -0.95569 4.83568 4.62755 0.233
H -2.34976 4.91680 2.55238 0.233
H -1.93500 3.22893 0.77852 0.205
C 3.15590 -3.43143 1.32970 -0.254
C 2.28099 -2.36027 1.29013 0.057
N 1.49457 -2.10370 0.24158 -0.513
C 1.56537 -2.91916 -0.80454 0.065
C 2.43146 -4.00136 -0.88541 -0.059
C 3.22581 -4.26367 0.22625 -0.137
C 2.46325 -4.93208 -2.02508 -0.141
C 2.27328 -4.74984 -3.33408 -0.230
C 2.05123 -3.52474 -4.12078 0.203
C 1.54824 -3.64520 -5.41501 -0.279
C 1.35959 -2.48765 -6.14261 0.072
N 1.65758 -1.28327 -5.65359 -0.464
C 2.15876 -1.27988 -4.42335 0.249
N 2.36744 -2.32033 -3.62759 -0.470
H 3.75310 -3.61197 2.21193 0.234
H 2.19196 -1.68768 2.13214 0.212
H 0.88359 -2.71060 -1.61812 0.200
H 3.88648 -5.12255 0.22667 0.222
H 2.66964 -5.95735 -1.73167 0.219
H 2.29863 -5.64678 -3.94322 0.219
H 1.31263 -4.61399 -5.83274 0.232
H 0.96112 -2.52095 -7.15037 0.208
H 2.44163 -0.30847 -4.02844 0.179